Record 1
{
  "formula": "C16H26NO8",
  "method": "ωB97M-V with the def2-TZVPD basis set",
  "elements": ["C", "C", "O", "C", "C", "O", "C", "C", "O", "C", "C", "C", "N", "C", "C", "C", "C", "O", "O", "H", "H", "H", "H", "H", "H", "H", "H", "H", "H", "H", "H", "H", "H", "H", "H", "H", "H", "H", "H", "C", "O", "C", "O", "O", "C", "H", "H", "H", "H", "H", "H"],
  "positions_angstrom": [[5.234, -1.262, 0.837], [4.567, -0.152, 0.054], [3.525, 0.400, 0.845], [2.459, 0.967, 0.133], [2.681, 2.413, -0.271], [2.816, 3.309, 0.805], [1.615, 3.718, 1.404], [1.313, 2.938, 2.689], [-0.064, 2.539, 2.702], [-0.323, 1.290, 3.266], [-0.687, 0.278, 2.202], [-0.170, -0.992, 2.298], [-0.435, -1.919, 1.361], [-1.182, -1.663, 0.282], [-1.726, -0.415, 0.137], [-1.512, 0.558, 1.108], [-2.224, 1.888, 0.996], [-2.697, 2.421, 1.946], [-2.244, 2.414, -0.266], [4.565, -2.115, 0.938], [6.139, -1.595, 0.333], [5.499, -0.899, 1.827], [4.158, -0.544, -0.882], [5.305, 0.619, -0.182], [2.245, 0.393, -0.778], [1.572, 0.885, 0.770], [1.873, 2.718, -0.946], [3.611, 2.476, -0.838], [1.680, 4.780, 1.635], [0.768, 3.601, 0.720], [1.974, 2.074, 2.764], [1.482, 3.580, 3.554], [0.544, 0.908, 3.811], [-1.142, 1.355, 3.986], [0.469, -1.295, 3.113], [-0.041, -2.845, 1.466], [-1.338, -2.445, -0.447], [-2.332, -0.209, -0.732], [-2.975, 2.052, -0.781], [-4.092, -0.650, -4.572], [-4.350, -2.054, -4.474], [-3.747, -2.679, -3.477], [-3.013, -2.166, -2.660], [-4.076, -3.960, -3.525], [-3.499, -4.786, -2.511], [-4.655, -0.307, -5.433], [-4.438, -0.137, -3.677], [-3.031, -0.466, -4.725], [-3.816, -4.456, -1.523], [-2.413, -4.776, -2.583], [-3.871, -5.787, -2.700]],
  "lowdin_charge": [-0.07, -0.27, -0.14, -0.21, -0.18, -0.11, -0.16, -0.13, -0.13, -0.15, -0.08, 0.04, 0.13, 0.01, 0.06, -0.01, -0.44, 0.21, 0.11, 0.07, 0.08, 0.08, 0.12, 0.12, 0.13, 0.10, 0.13, 0.13, 0.13, 0.13, 0.12, 0.13, 0.13, 0.15, 0.16, 0.19, 0.14, 0.13, 0.13, -0.03, 0.02, -0.62, 0.08, 0.02, -0.03, 0.10, 0.09, 0.10, 0.09, 0.09, 0.10],
  "e_homo_ev": -11.92,
  "spin_multiplicity": 1,
  "charge": 1,
  "lumo_ev": -4.763,
  "fmax_ev_per_a": 0.5
}



Record 2
{
  "formula": "C16H26O5",
  "method": "ωB97M-V with the def2-TZVPD basis set",
  "elements": ["C", "O", "C", "C", "C", "O", "C", "C", "C", "O", "C", "O", "C", "C", "C", "C", "C", "C", "C", "O", "C", "H", "H", "H", "H", "H", "H", "H", "H", "H", "H", "H", "H", "H", "H", "H", "H", "H", "H", "H", "H", "H", "H", "H", "H", "H", "H"],
  "positions_angstrom": [[1.678, -0.108, -2.861], [0.386, -0.048, -2.296], [-0.335, 1.090, -2.627], [-1.768, 0.952, -2.090], [-1.925, 1.119, -0.567], [-1.648, 2.456, -0.194], [-1.107, 0.111, 0.263], [-1.608, -1.309, 0.012], [-1.179, 0.448, 1.775], [-2.415, 0.985, 2.177], [-0.051, 1.412, 2.211], [1.256, 1.019, 1.878], [1.805, -0.020, 2.665], [1.520, -1.405, 2.137], [0.951, -2.383, 2.941], [0.712, -3.651, 2.438], [1.034, -3.949, 1.125], [1.598, -2.976, 0.316], [1.844, -1.712, 0.821], [0.341, 2.233, -2.124], [0.135, 3.417, -2.855], [1.627, -0.052, -3.955], [2.310, 0.702, -2.488], [2.092, -1.068, -2.562], [-0.383, 1.187, -3.736], [-2.381, 1.722, -2.565], [-2.142, -0.021, -2.400], [-2.990, 0.974, -0.338], [-0.740, 2.629, -0.484], [-0.058, 0.178, -0.031], [-2.674, -1.376, 0.222], [-1.085, -2.010, 0.657], [-1.423, -1.601, -1.017], [-1.078, -0.485, 2.340], [-2.532, 1.819, 1.700], [-0.196, 2.377, 1.717], [-0.142, 1.563, 3.298], [1.460, 0.069, 3.704], [2.889, 0.150, 2.644], [0.695, -2.154, 3.966], [0.270, -4.405, 3.071], [0.844, -4.937, 0.732], [1.847, -3.205, -0.709], [2.280, -0.947, 0.198], [-0.903, 3.759, -2.789], [0.790, 4.165, -2.411], [0.400, 3.281, -3.910]],
  "lowdin_charge": [-0.07, -0.13, -0.40, -0.04, -0.33, -0.03, -0.25, -0.03, -0.32, -0.01, -0.15, -0.13, -0.16, -0.21, -0.05, -0.09, -0.10, -0.08, -0.04, -0.15, -0.08, 0.09, 0.09, 0.08, 0.16, 0.13, 0.12, 0.15, 0.08, 0.12, 0.09, 0.06, 0.07, 0.14, 0.08, 0.13, 0.13, 0.13, 0.13, 0.11, 0.10, 0.10, 0.10, 0.12, 0.09, 0.10, 0.09],
  "e_homo_ev": -9.15,
  "smiles": "COC(C[C@H](O)[C@H](C)[C@H](O)COCc1ccccc1)OC",
  "spin_multiplicity": 1,
  "charge": 0,
  "lumo_ev": 0.787,
  "fmax_ev_per_a": 0.7
}



Record 3
{
  "formula": "C16H27Br3N4O3S",
  "method": "ωB97M-V with the def2-TZVPD basis set",
  "elements": ["C", "C", "C", "C", "O", "S", "O", "O", "C", "C", "C", "N", "C", "C", "C", "C", "C", "C", "C", "N", "C", "N", "N", "H", "H", "H", "H", "H", "H", "H", "H", "H", "H", "H", "H", "H", "H", "H", "H", "H", "H", "H", "H", "H", "H", "H", "H", "H", "H", "C", "Br", "Br", "Br", "H"],
  "positions_angstrom": [[-3.657, 2.282, 1.165], [-2.607, 2.774, 0.779], [-1.397, 3.246, -0.103], [-0.014, 2.623, 0.394], [1.026, 3.515, -0.075], [2.503, 3.086, 0.554], [3.558, 4.075, 0.308], [2.376, 2.944, 2.028], [2.854, 1.404, -0.076], [3.179, 1.312, -1.635], [3.095, 2.670, -2.425], [2.101, 3.032, -3.162], [1.603, 0.483, 0.380], [1.826, -1.026, -0.040], [0.185, 1.094, -0.018], [-0.226, 0.839, -1.559], [-1.700, 0.178, -1.584], [-1.650, -1.422, -1.564], [-1.727, -2.055, -0.111], [-3.092, -1.977, 0.508], [-3.018, -1.783, 1.973], [-3.892, -0.999, 2.524], [-2.041, -2.395, 2.867], [-4.651, 1.805, 1.381], [-1.306, 4.367, 0.096], [-1.578, 3.144, -1.209], [-0.080, 2.630, 1.535], [3.749, 0.954, 0.467], [2.506, 0.578, -2.187], [4.231, 0.889, -1.760], [3.959, 3.410, -2.327], [2.300, 3.961, -3.563], [1.641, 0.502, 1.523], [1.147, -1.762, 0.491], [2.885, -1.301, 0.296], [1.795, -1.225, -1.149], [-0.589, 0.514, 0.591], [0.445, 0.101, -2.085], [-0.179, 1.813, -2.125], [-2.198, 0.465, -2.561], [-2.323, 0.496, -0.685], [-0.678, -1.802, -2.026], [-2.517, -1.870, -2.156], [-1.003, -1.583, 0.612], [-1.471, -3.163, -0.185], [-3.507, -2.918, 0.388], [-4.471, -0.677, 1.726], [-1.492, -3.143, 2.425], [-1.400, -1.660, 3.188], [1.052, -5.795, 1.603], [2.304, -4.767, 0.543], [1.483, -5.732, 3.488], [-0.780, -5.261, 1.267], [1.144, -6.831, 1.289]],
  "lowdin_charge": [0.08, -0.11, -0.11, -0.31, -0.21, 0.73, -0.28, -0.31, -0.27, -0.13, -0.25, 0.09, -0.29, -0.08, -0.19, -0.13, -0.17, -0.17, -0.26, 0.00, -0.49, 0.11, 0.08, 0.05, 0.13, 0.12, 0.16, 0.15, 0.10, 0.13, 0.12, 0.06, 0.15, 0.06, 0.09, 0.07, 0.14, 0.08, 0.10, 0.11, 0.09, 0.11, 0.11, 0.09, 0.04, 0.12, 0.03, -0.04, 0.09, -1.59, 0.59, 0.59, 0.66, -0.03],
  "e_homo_ev": -9.38,
  "spin_multiplicity": 1,
  "charge": 0,
  "lumo_ev": -0.670,
  "fmax_ev_per_a": 5.0
}



Record 4
{
  "formula": "C16H27Br6NO4",
  "method": "ωB97M-V with the def2-TZVPD basis set",
  "elements": ["C", "C", "N", "C", "C", "C", "O", "C", "O", "O", "C", "C", "Br", "C", "C", "Br", "C", "C", "O", "H", "H", "H", "H", "H", "H", "H", "H", "H", "H", "H", "H", "H", "H", "H", "H", "H", "H", "H", "Br", "C", "C", "Br", "H", "H", "H", "H", "Br", "C", "C", "Br", "H", "H", "H", "H"],
  "positions_angstrom": [[3.080, -2.416, 2.115], [1.735, -3.057, 1.550], [1.100, -2.032, 0.717], [0.394, -0.987, 1.474], [-1.082, -0.697, 1.111], [-1.808, -0.188, 2.429], [-2.081, 1.233, 2.317], [-3.297, 1.365, 1.664], [-3.854, 2.340, 1.464], [-3.728, 0.087, 1.301], [-3.270, -0.683, 2.416], [-3.612, -2.196, 2.509], [-2.080, -3.360, 2.891], [-4.396, -2.754, 1.272], [-4.680, -4.292, 1.505], [-6.192, -1.916, 1.154], [0.427, -2.547, -0.418], [0.218, -1.773, -1.731], [-0.058, -3.646, -0.352], [3.100, -1.343, 1.839], [3.177, -2.523, 3.208], [3.923, -2.889, 1.582], [2.025, -3.948, 0.978], [1.122, -3.334, 2.435], [0.489, -1.230, 2.554], [0.960, -0.030, 1.361], [-1.161, 0.151, 0.406], [-1.682, -1.557, 0.775], [-1.290, -0.394, 3.379], [-3.731, -0.254, 3.336], [-4.312, -2.310, 3.356], [-3.826, -2.639, 0.334], [-4.692, -4.514, 2.585], [-3.979, -4.911, 0.922], [-5.705, -4.493, 1.138], [0.365, -2.460, -2.581], [-0.837, -1.431, -1.747], [0.899, -0.906, -1.776], [3.572, 1.888, -3.889], [1.677, 2.132, -3.509], [1.464, 2.824, -2.187], [1.745, 1.604, -0.695], [1.216, 1.149, -3.557], [1.300, 2.746, -4.326], [0.431, 3.156, -2.093], [2.128, 3.671, -2.033], [2.598, 6.677, -4.684], [4.419, 6.671, -3.993], [4.594, 5.625, -2.924], [3.807, 6.192, -1.235], [4.629, 7.678, -3.644], [5.049, 6.448, -4.852], [5.650, 5.470, -2.708], [4.136, 4.676, -3.182]],
  "lowdin_charge": [-0.07, -0.21, -0.10, -0.18, -0.10, -0.23, 0.06, -0.54, 0.24, 0.01, -0.31, -0.63, 0.83, -0.71, -0.20, 0.72, -0.49, 0.00, 0.07, 0.07, 0.07, 0.07, 0.12, 0.09, 0.12, 0.06, 0.12, 0.09, 0.15, 0.17, 0.09, 0.10, 0.06, 0.08, 0.04, 0.09, 0.09, 0.02, 0.63, -0.67, -0.66, 0.70, 0.04, 0.06, 0.07, 0.01, 0.60, -0.69, -0.70, 0.61, 0.05, 0.06, 0.06, -0.02],
  "e_homo_ev": -8.92,
  "smiles": "CCN(CC[C@H]1OC(=O)O[C@H]1[C@H](Br)[C@@H](C)Br)C(C)=O.BrCCBr.BrCCBr",
  "spin_multiplicity": 1,
  "charge": 0,
  "lumo_ev": 0.361,
  "fmax_ev_per_a": 4.8
}